Below is a structure of composition C31H35CrN3O5PS, with properties calculated with ωB97M-V/def2-TZVPD.

Cartesian coordinates (Å):
Cr 0.061 0.525 0.126
O -1.758 1.098 1.142
C -1.352 1.569 2.437
C -0.372 0.606 3.092
N 0.650 0.142 2.130
C 0.779 -1.335 2.192
C -0.412 -1.974 1.483
O -0.882 -3.031 1.889
O -0.835 -1.292 0.482
C 1.975 0.776 2.206
C 2.718 0.533 0.871
O 3.909 0.726 0.816
O 1.944 0.159 -0.110
H -2.209 0.240 1.216
H -0.891 2.538 2.258
H -2.229 1.715 3.069
H 0.092 1.074 3.965
H -0.917 -0.271 3.449
H 1.666 -1.651 1.639
H 0.860 -1.675 3.227
H 1.859 1.853 2.340
H 2.573 0.386 3.033
C -1.783 0.018 -5.233
C -0.509 -0.643 -4.771
C 0.130 -1.518 -5.643
C 1.293 -2.183 -5.285
C 1.851 -1.984 -4.035
C 1.233 -1.121 -3.146
C 0.062 -0.448 -3.503
P -0.570 0.670 -2.218
C -2.388 0.692 -2.253
C -3.047 1.920 -2.249
C -4.429 1.982 -2.155
C -5.158 0.808 -2.060
C -4.503 -0.415 -2.063
C -3.116 -0.506 -2.157
C -2.471 -1.866 -2.186
C 0.023 2.325 -2.643
C 0.115 2.800 -3.953
C 0.624 4.060 -4.200
C 1.054 4.843 -3.131
C 0.978 4.362 -1.838
C 0.464 3.091 -1.562
C 0.385 2.572 -0.144
H -1.792 0.097 -6.320
H -1.921 1.014 -4.818
H -2.658 -0.568 -4.940
H -0.297 -1.679 -6.626
H 1.760 -2.859 -5.990
H 2.750 -2.506 -3.735
H 1.661 -0.966 -2.163
H -2.472 2.834 -2.324
H -4.929 2.942 -2.155
H -6.237 0.842 -1.983
H -5.077 -1.331 -1.987
H -3.141 -2.605 -1.747
H -1.538 -1.904 -1.626
H -2.257 -2.175 -3.212
H -0.185 2.170 -4.779
H 0.703 4.427 -5.215
H 1.463 5.828 -3.315
H 1.335 4.969 -1.014
H -0.403 3.143 0.364
H 1.322 2.848 0.355
C 2.803 -6.478 -1.355
N 1.726 -6.296 -0.407
C 1.082 -7.288 0.316
C 0.143 -6.680 1.068
N 0.222 -5.331 0.799
C 1.195 -5.080 -0.108
S 1.647 -3.598 -0.751
H 3.038 -7.538 -1.418
H 3.682 -5.921 -1.035
H 2.503 -6.106 -2.334
H 1.353 -8.324 0.227
H -0.563 -7.087 1.768
H -0.337 -4.577 1.203

highest occupied orbital energy (spin up / spin down)	-7.12 / -7.12	eV
E	-3526.895119	hartree
frontier orbital gap (spin up / spin down)	7.41 / 7.42	eV
relative energy (zero: lowest compared OMol25 entry of this formula, charge and spin)	0.00	kcal/mol
max |F|	0.27	eV Å⁻¹
lowest unoccupied orbital energy (spin up / spin down)	0.29 / 0.30	eV
<S²>	3.800
spin multiplicity	4

***

Below is the ion C31H35N2O with charge +1, with properties calculated with ωB97M-V/def2-TZVPD.

Cartesian coordinates (Å):
C -3.987 0.236 1.106
N -2.647 0.242 1.635
C -2.278 -0.968 2.305
C -1.016 -0.873 3.164
C -0.145 0.294 2.871
N 1.175 0.094 2.787
C 1.706 -1.307 2.890
C 3.221 -1.404 2.809
O 3.782 -0.452 1.901
C 3.513 0.879 2.334
C 2.028 1.209 2.352
C -0.764 1.641 2.470
C -2.279 1.479 2.236
H -4.672 0.921 1.645
H -3.963 0.568 0.058
H -4.400 -0.782 1.144
H -3.110 -1.368 2.923
H -2.135 -1.699 1.492
H -1.332 -0.884 4.222
H -0.482 -1.810 2.987
H 1.391 -1.748 3.844
H 1.297 -1.917 2.065
H 3.636 -1.294 3.827
H 3.503 -2.372 2.374
H 3.924 1.068 3.347
H 4.020 1.523 1.599
H 1.728 1.557 1.347
H 1.893 2.061 3.028
H -0.402 1.783 1.420
H -2.643 2.283 1.584
H -2.829 1.582 3.176
C 2.438 7.473 -0.466
C 1.414 6.544 -0.672
C 1.052 5.648 0.334
C 1.719 5.639 1.574
C 1.329 4.640 2.616
C 0.093 4.031 2.558
C -0.460 2.830 3.331
C -1.749 3.304 4.083
C -2.074 2.673 5.295
C -3.398 2.667 5.740
C -4.389 3.335 5.015
C -4.022 4.136 3.931
C -2.686 4.179 3.507
C 2.312 4.396 3.724
C 1.932 4.374 5.080
C 2.902 4.209 6.079
C 4.246 4.024 5.732
C 4.639 4.048 4.388
C 3.678 4.267 3.402
C 2.730 6.610 1.778
C 3.098 7.496 0.768
H 2.726 8.172 -1.252
H 0.898 6.511 -1.629
H 0.272 4.907 0.142
H -0.659 4.515 1.923
H 0.245 2.567 4.134
H -1.291 2.192 5.884
H -3.667 2.114 6.640
H -5.440 3.267 5.311
H -4.775 4.714 3.392
H -2.407 4.886 2.724
H 0.885 4.549 5.345
H 2.598 4.222 7.131
H 4.998 3.862 6.510
H 5.683 3.906 4.098
H 3.989 4.350 2.357
H 3.255 6.660 2.734
H 3.910 8.200 0.943

highest occupied orbital energy	-10.70	eV
E	-1386.721658	hartree
frontier orbital gap	7.14	eV
relative energy (zero: lowest compared OMol25 entry of this formula, charge and spin)	0.00	kcal/mol
max |F|	3.61	eV Å⁻¹
lowest unoccupied orbital energy	-3.55	eV
net charge	+1
structure (SMILES)	CN1CCC(=[N+]2CCOCC2)[C@H]([C@@H](C=C(c2ccccc2)c2ccccc2)c2ccccc2)C1

***

Below is a structure of composition C31H35N2O2RuS2, with properties calculated with ωB97M-V/def2-TZVPD.

Cartesian coordinates (Å):
Ru -0.463 -0.355 1.093
O -0.753 0.593 -1.302
S -1.040 1.404 -2.491
C -2.677 2.147 -2.140
C -3.469 1.742 -0.940
C -3.285 2.758 0.192
C -3.823 2.216 1.511
S -2.832 0.960 2.531
O -2.503 -0.187 1.463
C -1.401 1.848 2.578
C -1.390 3.221 2.894
C -0.185 3.876 3.014
C 1.020 3.127 2.913
C 1.052 1.757 2.664
C -0.164 1.100 2.535
C -1.554 0.317 -3.769
C -1.671 0.840 -5.086
C -2.457 0.156 -6.036
C -3.102 -1.063 -5.642
C -3.080 -1.476 -4.335
C -2.264 -0.773 -3.386
H -3.213 2.039 -3.104
H -2.467 3.263 -1.911
H -3.289 0.692 -0.571
H -4.496 1.669 -1.290
H -3.935 3.676 -0.053
H -2.287 3.114 0.298
H -4.770 1.681 1.315
H -4.188 2.939 2.243
H -2.323 3.735 3.165
H -0.111 4.985 3.252
H 1.959 3.671 3.118
H 2.040 1.217 2.560
H -0.421 0.042 2.933
H -1.219 1.839 -5.311
H -2.352 0.435 -7.115
H -3.709 -1.610 -6.381
H -3.650 -2.317 -4.016
H -2.244 -1.024 -2.316
C 3.822 0.701 -2.112
C 2.832 0.759 -0.922
C 3.404 0.203 0.344
C 4.494 0.801 0.933
C 5.041 0.353 2.174
C 4.453 -0.730 2.830
C 3.296 -1.314 2.305
C 2.661 -2.514 3.041
C 3.379 -3.808 2.678
C 2.728 -0.834 1.120
N 1.421 -1.270 0.698
C 1.255 -2.383 0.011
C 0.010 -3.056 0.081
C -0.557 -4.306 -0.314
C -1.901 -4.254 -0.114
C -2.161 -2.963 0.404
N -1.026 -2.187 0.453
H 3.635 1.545 -2.840
H 3.663 -0.226 -2.755
H 4.827 0.739 -1.709
H 1.979 0.097 -1.076
H 2.512 1.797 -0.822
H 4.900 1.704 0.486
H 5.887 0.912 2.585
H 4.854 -1.102 3.733
H 1.610 -2.578 2.695
H 2.776 -2.344 4.101
H 2.709 -4.636 2.352
H 3.921 -4.195 3.578
H 4.095 -3.623 1.825
H 2.054 -2.745 -0.650
H -0.096 -5.188 -0.631
H -2.622 -5.048 -0.296
H -3.142 -2.564 0.736

highest occupied orbital energy (spin up / spin down)	-16.00 / -16.00	eV
E	-2352.284747	hartree
frontier orbital gap (spin up / spin down)	5.93 / 3.39	eV
relative energy (zero: lowest compared OMol25 entry of this formula, charge and spin)	15.76	kcal/mol
max |F|	5.12	eV Å⁻¹
lowest unoccupied orbital energy (spin up / spin down)	-10.07 / -12.60	eV
<S²>	6.095
spin multiplicity	5
net charge	+3

***

Below is a structure of composition C31H36BCl2IrN2O4SSb, with properties calculated with ωB97M-V/def2-TZVPD.

Cartesian coordinates (Å):
Ir -0.242 0.475 -0.321
O 1.265 -4.171 -5.230
C 1.769 -4.437 -3.948
C 1.107 -3.521 -2.960
C -0.036 -2.808 -3.317
C -0.597 -1.938 -2.406
N -0.082 -1.712 -1.202
C 0.995 -2.417 -0.827
C 1.601 -3.339 -1.673
C 1.508 -2.127 0.517
C 2.260 -3.045 1.239
C 2.774 -2.689 2.481
C 3.680 -3.645 3.214
O 3.534 -4.970 2.787
C 2.451 -1.429 2.983
C 1.653 -0.595 2.226
N 1.214 -0.920 1.017
H 1.636 -4.791 -5.869
H 2.859 -4.292 -3.907
H 1.566 -5.481 -3.653
H -0.457 -2.931 -4.299
H -1.501 -1.398 -2.651
H 2.473 -3.877 -1.343
H 2.460 -4.031 0.848
H 3.554 -3.531 4.297
H 4.715 -3.362 2.976
H 2.838 -5.416 3.285
H 2.804 -1.100 3.947
H 1.359 0.381 2.588
Cl -2.261 2.284 -1.175
C -2.174 2.240 -2.898
C -3.235 2.738 -3.628
C -3.221 2.622 -5.013
C -2.150 2.025 -5.653
C -1.067 1.561 -4.921
Cl 0.254 0.805 -5.718
C -1.045 1.674 -3.512
S 0.385 1.191 -2.659
H -4.063 3.215 -3.130
H -4.059 2.986 -5.586
H -2.143 1.922 -6.727
C -2.209 6.176 6.187
C -3.039 5.201 5.332
C -4.294 5.940 4.818
C -3.503 4.039 6.212
C -2.217 4.745 4.149
C -1.556 5.703 3.345
C -0.714 5.371 2.303
C -0.556 4.019 2.029
O 0.174 3.393 1.092
B -0.100 2.034 1.176
O -1.004 1.829 2.246
C -1.271 3.052 2.770
C -2.082 3.392 3.829
H -2.763 6.440 7.083
H -1.984 7.097 5.658
H -1.272 5.711 6.483
H -4.881 6.271 5.671
H -4.907 5.270 4.218
H -4.039 6.810 4.220
H -4.035 4.430 7.074
H -2.657 3.459 6.573
H -4.186 3.385 5.675
H -1.702 6.750 3.560
H -0.204 6.126 1.728
H -2.573 2.621 4.397
C -4.412 0.873 1.071
Sb -2.800 -0.488 0.603
C -2.744 -1.720 2.366
C -3.866 -1.848 -0.691
H -5.223 0.296 1.505
H -4.756 1.356 0.160
H -4.084 1.626 1.780
H -3.704 -2.212 2.479
H -2.538 -1.110 3.238
H -1.969 -2.472 2.263
H -4.811 -2.099 -0.220
H -3.283 -2.753 -0.830
H -4.056 -1.390 -1.656

highest occupied orbital energy (spin up / spin down)	-12.54 / -12.54	eV
E	-3300.845520	hartree
frontier orbital gap (spin up / spin down)	5.10 / 4.24	eV
relative energy (zero: lowest compared OMol25 entry of this formula, charge and spin)	78.04	kcal/mol
max |F|	2.53	eV Å⁻¹
lowest unoccupied orbital energy (spin up / spin down)	-7.44 / -8.30	eV
<S²>	0.988
spin multiplicity	2
net charge	+2

***

Question: Which value of max |F| does entry 4 give?
Answer: 2.53 eV Å⁻¹